Record 1
{"formula": "C2H7N", "method": "ωB97M-V/def2-TZVPD", "relative_energy_kcal_mol": 18.91, "total_energy_ha": -135.03335, "orbital_gap_ev": [2.6, 8.9], "lumo_ev": [4.1, 4.0], "spin_multiplicity": 2, "total_charge": -1, "molar_mass_g_mol": 45.09, "species": ["H", "C", "C", "H", "H", "N", "H", "H", "H", "H"], "positions_angstrom": [[-1.3051, -0.8133, -3.5787], [1.2326, 0.5834, 2.3426], [-1.5042, -0.8813, -2.5330], [-0.3555, 0.7078, -1.9240], [0.4603, 0.9060, 3.0175], [-1.0563, -0.0945, -1.6204], [2.0667, 1.1861, 2.5370], [-2.2530, -1.6891, -2.0609], [1.0712, 0.5551, 1.3102], [1.6434, -0.4602, 2.5098]], "mulliken_spin": [-0.91, 0.61, 2.39, 0.01, -0.10, -0.09, -0.12, -0.56, -0.13, -0.11]}

=====

Record 2
{"formula": "C5H8O", "method": "ωB97M-V/def2-TZVPD", "relative_energy_kcal_mol": 74.89, "total_energy_ha": -270.43855, "orbital_gap_ev": 10.2, "lumo_ev": 1.1, "total_charge": 0, "molar_mass_g_mol": 84.12, "species": ["C", "H", "H", "C", "H", "H", "H", "C", "C", "O", "C", "H", "H", "H"], "positions_angstrom": [[-1.0193, 0.0223, -1.7474], [1.6811, -0.2635, 2.9581], [-0.8516, -0.6902, -2.5397], [0.8537, -0.9102, 1.1265], [-2.8504, -0.1889, -0.4113], [0.9810, -1.4794, 0.2080], [0.6472, 1.0964, -0.7197], [-1.9282, 0.2356, -0.7941], [-0.3168, 1.2447, -1.2151], [-1.3805, 1.3615, -0.2144], [1.8138, -0.8316, 2.0406], [2.7694, -1.3348, 1.9136], [-0.3028, 2.1326, -1.8533], [-0.0966, -0.3947, 1.2483]], "nbo_charge": [-0.36, 0.19, 0.23, -0.40, 0.20, 0.19, 0.20, 0.13, -0.08, -0.50, -0.39, 0.19, 0.20, 0.20]}

=====

Record 3
{"formula": "C58H49AsClO2P2Y", "method": "ωB97M-V/def2-TZVPD", "relative_energy_kcal_mol": 9.17, "total_energy_ha": -5806.67170, "orbital_gap_ev": 7.8, "lumo_ev": -5.0, "total_charge": 2, "molar_mass_g_mol": 1039.26, "species": ["C", "C", "C", "H", "H", "H", "C", "C", "C", "H", "H", "C", "H", "C", "C", "C", "H", "C", "C", "H", "H", "H", "H", "H", "C", "H", "H", "H", "C", "H", "H", "H", "C", "H", "H", "C", "H", "C", "C", "C", "C", "C", "H", "C", "C", "C", "C", "C", "H", "C", "C", "C", "H", "P", "H", "P", "C", "Cl", "C", "C", "H", "C", "C", "H", "C", "H", "H", "C", "H", "H", "H", "As", "H", "H", "C", "O", "C", "C", "C", "C", "H", "Y", "H", "H", "C", "C", "C", "H", "H", "C", "H", "H", "H", "C", "C", "H", "C", "C", "C", "H", "C", "C", "C", "O", "H", "C", "H", "C", "H", "C", "C", "C", "H", "H"], "positions_angstrom": [[2.9355, -1.2262, 1.4783], [-2.0586, 1.1177, 3.6996], [-0.3843, -1.3679, -3.3137], [-1.8201, 3.9119, -5.0206], [1.3378, -3.6827, 3.1513], [1.0649, -1.7525, -6.5302], [0.6773, -1.0886, 5.7922], [4.1119, -3.5802, -3.8220], [2.2759, -1.2815, 0.2360], [-0.6748, 2.8181, 5.4396], [4.9642, -4.1902, -4.1026], [1.8663, 1.4525, -2.6788], [2.6461, 0.9667, 3.4299], [-4.8989, -0.4060, 1.2886], [-2.9518, 0.5346, 4.5933], [-0.8374, -3.3180, 5.0389], [-1.5705, 3.1344, -0.1498], [-4.2656, 0.9894, 4.6307], [1.7881, -2.9477, -4.1609], [-1.5371, 1.6178, -4.1647], [-4.0974, 3.3882, 2.2293], [-3.6264, -1.9099, 2.1446], [-0.1701, -2.9305, -7.0088], [0.7964, -5.2762, -5.2079], [0.8745, -3.0332, 1.1531], [5.1506, 1.1560, -1.9365], [-2.6351, -0.2494, 5.2624], [-4.0225, 1.7451, -1.1848], [-3.9261, 0.9389, -0.4624], [-1.9467, 5.8190, -3.4488], [3.7846, -0.5641, 1.5863], [-3.8809, -1.5430, -4.9369], [0.7399, -2.7894, -6.4208], [0.8789, 4.4193, 6.5092], [5.2825, 3.0372, -3.5013], [3.1249, 2.6243, 4.6934], [3.3017, 4.3017, 6.0241], [1.5774, -2.9888, 2.3533], [-2.7268, 0.2355, -0.3420], [-0.1383, -1.0492, 4.6651], [-4.6747, 2.0075, 3.7778], [-0.5877, -2.2247, -4.3875], [-5.7464, -0.6562, 1.9200], [-0.8965, -2.1597, 4.2827], [1.9177, -2.0462, -3.1243], [-2.8999, -1.4870, -4.4777], [-0.0182, -3.3669, 6.1662], [0.4965, -3.1332, -4.9416], [0.0729, -3.7516, 1.0167], [0.7365, -2.2609, 6.5413], [1.9333, 2.5460, -3.5321], [-1.6047, 3.2988, -1.2176], [1.0208, 2.9439, -3.9596], [-1.2645, 0.5649, -1.3776], [2.8409, -4.4239, -5.3035], [3.4236, -0.6292, -1.1270], [4.3162, 2.5992, -3.2739], [0.7587, 3.4695, 1.4847], [-1.8550, -2.2555, -4.9579], [3.1608, 3.1145, -3.8425], [-5.9409, 1.1595, 0.2468], [-1.7548, 3.7413, -3.9509], [4.2410, 1.5291, -2.3934], [3.0392, 2.9080, 1.0580], [2.2621, 1.7214, 4.0993], [1.2569, -0.2266, 6.0904], [2.2495, 3.5434, -0.3673], [2.6008, -2.0709, 2.5233], [-1.7600, 2.6074, 2.1705], [-5.7020, 2.3581, 3.8106], [-1.4286, -4.1835, 4.7562], [-0.2641, 0.5250, 3.6272], [-0.1603, -4.8586, -3.7773], [-2.0342, -2.9188, -5.7996], [-1.8259, 4.8116, -3.0692], [0.1322, 0.1791, 1.9973], [-1.7483, 4.5910, -1.6981], [-2.6770, -0.6585, -3.3940], [-1.5237, 2.2181, -2.0969], [3.0153, 0.9168, -2.0956], [-0.8809, -4.7664, -5.3934], [0.9869, 0.8945, 0.2295], [4.1882, 2.5761, 4.4872], [1.5099, -3.4363, -6.8475], [1.2121, -2.1878, 0.1056], [0.3857, 2.7589, 5.2396], [-2.6237, -0.7833, 0.6088], [1.3685, -2.3062, 7.4215], [-1.5232, -2.1218, 3.3990], [-2.4602, 2.1518, 2.8522], [-4.9686, 0.5473, 5.3287], [-1.6921, -1.3285, 0.7192], [0.0257, -4.2758, 6.7595], [-3.7079, -1.1089, 1.4148], [-3.7738, 2.5891, 2.8890], [3.1579, -2.0342, 3.4519], [2.1441, 2.8283, 0.4421], [-1.6000, 2.4459, -3.4678], [3.1220, -1.8792, -2.4249], [-3.4963, -0.0677, -2.9977], [1.2617, 3.6609, 5.8350], [2.9140, -3.7067, -4.4923], [0.8995, 1.8044, 4.3701], [0.8459, -1.2711, -2.6979], [3.2146, 3.9595, -4.5206], [4.2133, -2.6580, -2.7863], [-1.8044, 5.4242, -1.0068], [-1.4178, -0.5767, -2.7967], [0.9019, 0.9995, -2.5377], [-5.0077, 0.6145, 0.3504], [2.6227, 3.5939, 5.5594], [0.0343, -4.5963, -4.8202], [5.1518, -2.5328, -2.2576], [0.6784, -2.2862, -0.8256]], "lowdin_charge": [-0.15, -0.31, -0.17, 0.12, 0.12, 0.10, -0.07, -0.05, -0.49, 0.11, 0.12, -0.15, 0.09, -0.06, -0.08, -0.07, 0.06, -0.05, -0.09, 0.11, 0.12, 0.11, 0.09, 0.09, -0.04, 0.09, 0.10, 0.11, -0.08, 0.12, 0.10, 0.12, -0.01, 0.12, 0.12, -0.05, 0.12, -0.05, -0.36, -0.32, -0.06, -0.09, 0.12, -0.12, -0.17, -0.04, -0.05, -0.43, 0.12, -0.05, -0.04, -0.12, 0.10, 1.05, 0.12, 1.15, -0.05, 0.52, 0.00, -0.04, 0.12, -0.06, -0.11, 0.00, -0.12, 0.11, 0.00, -0.05, 0.05, 0.12, 0.12, 1.28, 0.10, 0.12, -0.05, -0.59, -0.05, -0.08, -0.38, -0.39, 0.09, 1.21, 0.12, 0.09, -0.10, -0.08, -0.11, 0.12, 0.10, -0.09, 0.12, 0.08, 0.12, -0.07, -0.06, 0.12, -0.62, -0.09, -0.29, 0.11, -0.04, 0.00, -0.37, -0.06, 0.12, -0.08, 0.12, -0.26, 0.02, -0.06, -0.04, -0.01, 0.11, 0.10]}

=====

Record 4
{"formula": "C23H80O17", "method": "ωB97M-V/def2-TZVPD", "relative_energy_kcal_mol": 0.00, "total_energy_ha": -2203.10951, "orbital_gap_ev": 10.5, "lumo_ev": 0.6, "total_charge": 0, "molar_mass_g_mol": 628.88, "species": ["C", "H", "H", "O", "H", "H", "H", "H", "C", "H", "C", "H", "C", "H", "C", "H", "H", "H", "H", "H", "C", "C", "C", "H", "H", "C", "H", "O", "O", "H", "H", "C", "H", "C", "H", "H", "H", "C", "H", "O", "H", "H", "H", "H", "H", "H", "H", "O", "H", "H", "H", "H", "C", "H", "H", "O", "H", "C", "H", "C", "H", "H", "H", "H", "C", "H", "H", "H", "H", "H", "O", "H", "H", "O", "H", "H", "H", "H", "H", "H", "C", "C", "O", "H", "H", "H", "O", "H", "H", "C", "H", "O", "O", "H", "O", "H", "O", "H", "H", "H", "O", "H", "H", "H", "H", "O", "H", "H", "H", "O", "C", "H", "H", "H", "C", "H", "H", "H", "C", "C"], "positions_angstrom": [[0.1898, -0.8927, 0.3725], [-0.1139, -3.9837, -1.1242], [0.4273, -1.5379, 1.1628], [1.0704, 2.7053, 2.2087], [-3.0005, -0.4090, 5.1737], [1.6503, 0.2417, -3.5374], [5.2599, -0.5754, 2.5745], [-2.3616, 0.5040, 3.1295], [1.3985, -3.5975, 3.1833], [3.0245, 1.4720, 4.5304], [2.2860, 4.3810, -3.0031], [0.3980, 1.1661, 4.7797], [1.6303, 2.6916, 0.8991], [0.9082, 2.8912, -2.9534], [0.5934, 0.2136, -3.2410], [2.2012, 3.6889, 0.8016], [-4.6422, -0.4327, 4.5955], [-2.0967, 3.5679, -2.6561], [1.9550, 6.1407, -1.8116], [5.8121, -0.8165, -1.8727], [2.5552, 5.2236, -1.7964], [-0.7686, -4.2419, -0.2870], [5.3192, -1.7813, -1.9059], [-3.1495, 2.4992, -3.5625], [-3.5328, -2.4517, 2.8635], [-3.1692, -3.8680, -4.7525], [5.5106, -2.3851, -1.0199], [-2.8745, -1.2013, -1.8473], [4.5632, -2.4424, 2.1436], [-2.4064, 2.2008, -1.2272], [0.9115, 2.5702, 0.1159], [-4.4161, 2.9732, 0.8149], [-0.5036, 3.4786, 2.2346], [0.4150, -0.8631, 5.5198], [0.9020, -1.7423, 5.2185], [4.3777, 3.8510, -3.0834], [-4.5523, 2.2675, 1.6283], [-4.0732, -0.6210, -1.4033], [0.1527, -0.7572, -2.9785], [-2.0951, 1.6609, -1.9923], [-4.7930, -1.3778, -1.2835], [2.4741, 0.8719, 6.1276], [-1.4330, 2.4075, -3.9081], [-2.4435, 3.1236, 1.1640], [3.2331, 2.7405, -3.9918], [2.4031, 5.0440, -3.9037], [-2.1902, -2.8166, -0.8281], [0.4136, 1.0773, -2.0847], [-0.6192, 3.3455, 4.3787], [0.3234, -3.5107, 2.9754], [4.2728, -2.3179, 1.2679], [3.5544, 5.6973, -1.8063], [2.4369, 0.6390, 5.0645], [-4.6911, 0.3794, -6.9022], [0.0673, 0.5607, -4.1742], [-2.7079, 1.0996, -6.4917], [-2.3545, 3.6481, 4.2914], [1.0312, 0.2764, 4.7080], [-2.1535, -3.7226, -5.0515], [3.3943, 3.2748, -3.0455], [-4.7390, 3.9447, 1.1602], [-0.5438, 1.2642, -2.0232], [6.0637, -1.8189, 3.4309], [3.5445, -0.6315, -2.0658], [-1.4180, 3.9409, 3.8969], [-2.1753, -0.5624, -1.8361], [-1.8395, -2.3724, 3.0363], [-3.9144, -0.2262, -0.3392], [1.1092, 1.7712, 2.4921], [-3.5890, 0.1727, -8.3279], [-2.0393, -3.6770, -0.3489], [0.1314, -1.4682, -0.5658], [3.1922, -2.7077, -3.6646], [3.3655, -1.8951, -0.4070], [-3.5165, -2.1803, -3.9827], [5.6650, -2.3260, -2.7578], [1.0342, 0.5460, -0.4971], [1.7068, -4.3581, 2.4660], [1.6246, -3.9267, 4.2335], [-4.4666, 0.2056, -2.0287], [5.5791, -1.5649, 2.5317], [-2.1452, 2.5820, -3.0996], [2.0725, -2.3540, 2.9603], [-5.0630, 2.7680, -0.0545], [3.3557, 2.6244, -2.1267], [-0.8257, -5.3436, -0.1536], [-3.9124, -2.6375, -4.7273], [-1.1607, 4.9844, 4.2230], [-3.3607, -0.8189, -6.9300], [-3.6458, 0.2367, -7.2302], [3.5325, -3.7426, -2.3100], [-1.3953, 3.7795, 2.5132], [-3.0212, 3.0120, 0.3890], [3.0943, -0.2517, 4.9084], [-2.5472, -4.3617, 2.7530], [2.5118, 4.6384, -0.9031], [0.8302, -0.0878, 3.3360], [3.0158, -2.5028, 2.7318], [-2.7962, -3.0267, 4.3210], [6.3424, -1.5874, 1.7221], [0.9523, 3.8455, -3.0083], [0.5214, -0.6756, 6.6144], [1.9899, -2.8657, -2.3169], [1.2583, -0.9417, 3.0435], [-3.7876, -4.5319, -5.3953], [1.3464, -0.0557, 0.2117], [-4.0046, 1.0699, 5.0010], [2.6523, -1.2149, -0.1663], [-0.6923, -0.3693, 0.5721], [-3.3253, 0.3143, 3.1749], [-2.6837, -3.0385, 3.2362], [-0.6437, -0.8610, 5.1490], [-2.5516, -4.3216, 1.7894], [-3.1874, -4.3779, -3.7960], [3.7695, -1.6903, -1.8200], [-0.2819, -3.8349, 0.6103], [2.4615, 1.9012, 0.8687], [-2.7276, 1.9805, -6.9079], [3.0223, -2.7506, -2.5615], [-3.7192, 0.1491, 4.5744]], "lowdin_charge": [-0.09, 0.07, 0.05, -0.14, 0.07, 0.08, 0.06, 0.08, -0.11, 0.10, -0.48, 0.12, -0.13, 0.03, -0.08, 0.09, 0.08, 0.09, 0.09, 0.07, -0.08, -0.17, -0.03, 0.09, 0.07, -0.15, 0.07, -0.13, -0.11, 0.07, 0.06, -0.10, 0.05, -0.02, 0.04, 0.10, 0.06, -0.14, 0.08, -0.16, 0.07, 0.07, 0.08, 0.04, 0.07, 0.14, 0.07, -0.19, 0.07, 0.06, 0.02, 0.09, -0.06, 0.08, 0.09, -0.15, 0.06, -0.50, 0.06, -0.06, 0.07, 0.01, 0.07, 0.13, -0.15, 0.04, 0.06, 0.11, 0.06, 0.07, -0.14, 0.08, 0.09, -0.12, 0.04, 0.06, 0.03, 0.08, 0.10, 0.09, -0.11, -0.09, -0.17, 0.08, 0.09, 0.10, -0.13, 0.09, 0.08, -0.14, 0.11, -0.14, -0.16, 0.08, -0.11, 0.04, -0.11, 0.05, 0.08, 0.10, -0.06, 0.10, 0.04, 0.04, 0.09, -0.17, 0.05, 0.08, 0.08, -0.15, -0.18, 0.08, 0.04, 0.07, -0.44, 0.05, 0.11, 0.07, -0.07, -0.12]}